(a)
ORCA calculation (the ωB97M-V functional and the def2-TZVPD basis) on a structure of composition C7H13N2.

```
22
C7H13N2 the ωB97M-V functional and the def2-TZVPD basis
C -2.98 0.80 -0.47
C -2.55 0.45 0.75
C 0.86 0.25 1.21
C -1.82 0.11 -1.07
C 1.37 1.26 0.33
C -0.24 -0.86 0.64
C 0.40 -1.79 -0.38
N -1.38 -0.26 0.13
N 2.41 0.90 -0.66
H -3.82 1.32 -0.89
H -2.77 0.55 1.79
H 1.65 -0.39 1.61
H 0.35 0.73 2.05
H -1.42 -0.11 -2.04
H 0.77 2.10 0.02
H -0.50 -1.42 1.55
H 0.65 -1.26 -1.30
H -0.31 -2.57 -0.64
H 1.29 -2.26 0.03
H 2.09 1.00 -1.63
H 2.71 -0.07 -0.50
H 3.24 1.51 -0.55
```

## Properties
Total charge: +1
Kohn-Sham gap (spin up / spin down), eV: 5.499 / 7.963

---

(b)
ORCA calculation (the ωB97M-V functional and the def2-TZVPD basis) on the ion C7H13N2 with charge +1.

```
22
C7H13N2 the ωB97M-V functional and the def2-TZVPD basis
C -0.23 0.80 -1.67
C 0.78 1.52 -2.20
C 0.06 0.30 -0.47
C 1.58 0.88 -0.18
C 2.20 0.89 1.16
C -2.14 -0.12 0.70
C -0.67 -0.50 0.53
N 1.77 1.67 -1.30
N -0.85 -2.06 -0.11
H -1.17 0.47 -2.26
H 0.72 1.97 -3.13
H 3.17 0.49 1.13
H 1.99 1.85 1.62
H 1.56 0.34 1.90
H -2.74 -0.35 -0.28
H -2.78 -0.39 1.62
H -2.20 1.01 0.67
H -0.14 -0.72 1.46
H 2.61 2.14 -1.44
H -1.24 -2.65 0.74
H 0.16 -2.28 -0.35
H -1.38 -2.18 -1.03
```

## Properties
Total charge: +1
Structure (SMILES): Cc1[nH]ccc1[C@@H](C)[NH3+]
Kohn-Sham gap, eV: 8.134

---

Energies relative to the minimum, hartree: (a) 0.1271; (b) 0.0000